Entry 1:
Formula: C26H25IrN3O4P
Source: the OMol25 dataset
Level of theory: wB97M-V/def2-TZVPD

The value obtained for the HOMO-LUMO gap is 7.286 eV. The value obtained for the total energy is -1916.1237 Ha. As for the highest occupied orbital energy: -14.58 eV. The charge is +2.

```
60
Properties=species:S:1:pos:R:3:forces:R:3
Ir 1.839819 -1.189220 0.583873 0.42 0.16 0.19
P -0.227817 1.344330 -0.550108 -0.07 0.28 0.01
O 0.457786 0.096377 0.070609 0.05 -0.33 -0.22
O 2.408662 -1.906513 2.353628 0.10 -0.31 0.16
O 3.621167 -2.070084 0.218246 -0.21 0.05 -0.27
O 3.622211 -0.099193 0.788007 -0.09 0.03 -0.18
N 4.355382 -1.051845 0.435942 -0.31 0.03 0.27
N 0.670941 -3.179792 3.115765 -0.02 -0.06 -0.03
N 0.444134 -2.606154 0.086189 0.20 -0.03 -0.15
C 1.559924 4.369557 -2.519409 0.00 0.00 0.00
C 2.888265 -3.445247 4.067638 -0.01 0.00 -0.05
C -0.096113 2.493897 1.930253 0.03 0.01 0.00
C -0.412836 -2.566232 2.347297 0.01 0.03 0.02
C -3.644622 -0.353375 -1.855184 0.00 0.00 -0.01
C 2.751040 3.803219 -2.954753 0.00 -0.01 0.00
C -1.518059 1.051688 -2.981854 0.02 0.01 -0.02
C -0.382671 -4.032969 -1.631925 -0.01 0.01 0.02
C -1.337337 -4.534351 -0.762176 0.01 0.02 0.00
C 0.963127 2.284809 -1.481258 -0.01 0.01 0.06
C -2.103144 2.977474 0.664363 -0.01 -0.02 0.00
C 1.937961 -2.806991 3.111629 -0.02 0.14 0.04
C -2.544210 3.799542 1.690656 0.01 0.00 0.01
C 3.050430 2.480459 -2.658453 0.00 0.01 -0.01
C -0.878616 2.321494 0.785680 -0.02 -0.02 -0.03
C 0.665538 3.616209 -1.777999 0.02 0.03 0.03
C -0.474734 -3.088083 0.935258 0.04 0.03 0.19
C 2.154788 1.718670 -1.926126 -0.02 -0.03 -0.05
C -0.546577 3.311380 2.951031 0.00 0.00 0.00
C -2.618235 0.099317 -1.047672 0.00 0.00 0.02
C -1.768812 3.963302 2.829279 0.00 0.00 0.00
C 0.493079 -3.070407 -1.172948 -0.04 0.01 -0.01
C -1.377693 -4.055398 0.539418 -0.04 0.04 -0.03
C -3.610911 -0.103029 -3.224429 0.00 0.00 0.00
C -1.549838 0.805460 -1.611264 0.02 -0.04 0.01
C -2.553733 0.595851 -3.786177 0.00 -0.01 0.01
H 2.390177 0.682723 -1.713480 0.01 -0.01 0.02
H -2.107028 -4.427446 1.245947 0.00 0.00 0.01
H -4.420814 -0.448748 -3.852909 0.00 0.00 0.00
H 1.333266 5.401527 -2.748840 0.00 0.00 0.00
H 3.451233 4.397956 -3.525594 0.00 0.00 0.00
H -2.654535 -0.073482 0.022477 0.00 0.00 0.00
H -0.274589 -1.483556 2.354382 -0.04 -0.02 -0.01
H -0.306393 -4.378112 -2.652699 0.00 0.00 0.00
H -0.695262 1.601703 -3.420569 0.00 0.00 0.00
H -1.342100 -2.779976 2.869542 0.00 -0.02 0.00
H 3.351895 -4.299046 3.567754 0.02 0.01 0.01
H 0.056332 3.451260 3.837765 0.00 0.00 0.00
H -3.492385 4.311246 1.600158 0.00 0.00 0.00
H -4.480361 -0.886752 -1.422712 0.00 0.00 0.00
H -0.252818 4.068447 -1.422471 0.00 0.00 0.01
H 2.392533 -3.786556 4.973444 -0.01 -0.01 0.00
H 3.980127 2.044078 -2.996632 0.00 0.00 -0.01
H -2.536157 0.793502 -4.849065 0.00 0.00 0.00
H -2.115176 4.606633 3.626964 0.00 0.00 0.00
H 1.260237 -2.655366 -1.814068 -0.01 0.00 0.01
H 0.432000 -3.938061 3.738419 -0.02 0.04 0.02
H -2.037368 -5.291468 -1.088682 0.00 0.00 0.00
H -2.711455 2.848033 -0.221902 0.00 0.00 -0.01
H 3.674071 -2.735252 4.312246 -0.01 0.00 0.01
H 0.866273 2.002579 2.017482 0.00 0.00 -0.01
```
Forces are in eV/Å.

Entry 2:
Formula: C12H40N8O12
Source: the OMol25 dataset
Level of theory: wB97M-V/def2-TZVPD

The value obtained for the HOMO-LUMO gap is 8.852 eV. The value obtained for the total energy is -1822.0592 Ha. The energy above the lowest of the compared OMol25 structures with the same formula, charge and spin comes out at 5.169 eV. As for the highest occupied orbital energy: -8.96 eV.

```
72
Properties=species:S:1:pos:R:3:forces:R:3
O -1.067289 -3.846457 0.119555 0.18 -1.99 -0.15
O 2.861781 -1.279337 0.639205 0.26 -1.43 -0.44
O 0.131551 5.401073 3.203335 0.36 3.79 0.28
O 0.546161 -3.685467 -4.791455 0.97 -1.09 -1.87
O -2.247329 2.882013 -1.980255 -0.60 0.00 0.23
O -0.034589 -1.142767 -0.312005 -0.83 1.95 -0.98
O 0.097261 -5.746887 2.346835 -0.60 -0.28 0.70
O 5.571871 -3.003857 -0.059115 0.60 1.55 -0.02
O -1.332369 0.508363 3.053955 -0.28 -0.47 -0.90
O 0.109731 3.287633 1.061285 -0.07 0.14 -1.20
O 2.166181 1.181453 -3.509665 0.39 1.31 -1.40
O -1.109229 -4.723207 -2.674865 -0.97 -2.08 0.67
N 2.809221 3.050293 -4.665155 1.76 1.35 -3.72
N 1.644451 3.189863 -2.792285 -1.30 1.07 0.51
N -0.453229 0.712653 -1.717555 1.91 0.07 -3.74
N -2.369829 1.682333 4.599165 -4.23 4.59 0.81
N -2.780629 3.576093 0.040085 2.92 0.62 11.43
N -1.454289 0.616953 0.085465 -2.77 0.45 3.19
N -1.047009 0.121133 5.256245 1.06 -1.01 0.42
N -4.227479 3.824793 -1.365545 -3.84 0.45 -2.54
C -1.313109 -3.850867 1.552965 0.75 0.54 -1.51
C -1.602779 0.758883 4.214005 3.59 -3.45 -1.20
C -1.341019 -3.597257 -3.454675 -1.25 -1.14 0.54
C -3.024929 3.346113 -1.129505 0.46 -1.15 -8.55
C -0.598499 -0.044927 -0.654005 1.45 -2.29 0.83
C -0.028029 -3.081787 -3.735325 0.47 4.09 1.69
C 0.832931 3.457283 2.252885 -1.63 -2.16 1.22
C -0.105149 -4.343607 2.398235 -1.00 0.19 -1.82
C 4.525611 -2.411377 -0.843215 -1.89 -1.93 0.79
C 3.087671 -2.479587 -0.136405 1.92 1.40 -1.28
C 2.159781 2.412733 -3.747035 -0.09 -4.14 3.32
C -0.119059 4.052273 3.304605 1.88 0.77 -0.25
H -3.574209 3.434573 0.648615 0.23 0.44 0.24
H -0.378349 -3.194767 -0.029695 0.04 0.68 -0.09
H 3.499571 2.573393 -5.227375 -0.52 0.01 -0.13
H -0.394969 -4.030877 3.401375 0.86 -0.20 0.28
H -2.057159 -2.889837 -3.036555 0.06 0.09 0.26
H -1.873789 0.250533 0.927985 0.52 0.05 -0.01
H -2.870659 2.063853 3.809415 -0.03 0.89 0.67
H 5.378941 -3.887687 0.262185 -0.58 0.12 -0.34
H -1.188339 4.033713 3.093905 -0.01 -1.61 0.14
H 0.174021 0.549653 -2.492205 0.36 -0.42 0.35
H 1.451731 4.151843 -3.032175 0.14 -0.11 1.11
H -0.525049 -0.688927 4.953805 0.02 -0.07 0.81
H 0.304201 4.023263 0.475945 0.02 0.10 -0.09
H 1.910701 -1.163677 0.578505 -0.54 0.42 0.02
H -0.165509 -2.004037 -3.822795 0.49 0.50 -1.00
H -2.122129 2.165653 5.450725 -0.67 0.31 -0.39
H 4.673731 -1.395587 -1.209715 0.71 0.12 0.88
H 2.670491 4.041053 -4.803895 0.34 -0.33 0.08
H 2.990251 -3.404427 0.432175 0.07 -0.02 0.30
H 0.021321 -4.486427 -4.859285 0.51 -0.52 -0.55
H -0.975029 -4.505097 -1.749645 -0.14 0.23 0.37
H 4.470721 -2.990717 -1.764875 -0.32 -0.22 -0.17
H 1.025161 2.456903 2.640665 0.43 -0.32 -0.43
H -1.521999 -2.781157 1.538985 -0.15 0.18 2.09
H -1.733859 1.534413 -0.231115 0.03 -0.61 0.33
H 0.299821 5.749503 4.081895 -0.06 0.35 -0.25
H -1.114509 1.455513 -1.893575 0.10 0.03 0.01
H -4.730599 3.540513 -2.193885 0.12 0.33 0.14
H -4.635999 4.487083 -0.721655 -0.05 -0.29 -0.47
H 1.764411 2.727543 -1.902355 -0.83 0.76 0.24
H -1.924539 3.335613 0.519015 0.58 0.03 -0.33
H 0.244871 3.842093 4.310325 -0.72 -1.31 0.13
H -1.759359 -3.997847 -4.378045 -0.40 0.26 -0.26
H -1.517829 0.231953 6.142895 0.43 -0.79 -0.10
H 2.413011 -2.519467 -0.991585 -0.45 0.07 0.15
H 0.583241 -3.120157 -2.833675 0.18 -0.38 0.28
H 0.517981 -6.004267 1.523215 -0.10 0.28 -0.14
H -2.189499 -4.457497 1.781075 -0.02 0.05 -0.26
H 0.790831 -3.926307 1.938685 0.10 0.87 0.74
H 1.780041 3.975563 2.102985 -0.29 0.32 0.35
```
Forces are in eV/Å.

Entry 3:
Formula: C8H8
Source: the OMol25 dataset
Level of theory: wB97M-V/def2-TZVPD

The value obtained for the HOMO-LUMO gap is 8.613 eV. The value obtained for the total energy is -309.4835 Ha. The energy above the lowest of the compared OMol25 structures with the same formula, charge and spin comes out at 3.547 eV. As for the highest occupied orbital energy: -7.75 eV.

```
16
Properties=species:S:1:pos:R:3:forces:R:3
C -1.742110 -1.338609 0.198219 1.49 1.58 -0.11
C 0.718439 -0.109250 -0.158774 -1.92 -0.93 -1.20
C -1.527879 0.699120 -0.410341 1.31 -0.48 -2.73
C -0.567882 1.883678 -0.157993 -0.15 -2.06 -0.11
C 0.687821 1.349110 -0.145252 -0.04 0.74 0.46
C -0.582188 -0.531357 -0.351766 0.18 1.11 0.45
C 1.940518 -0.942328 -0.022675 0.54 -0.92 -1.96
C -2.435421 -0.234475 0.420082 0.82 0.90 -1.20
H -3.342280 -0.051038 0.881431 -1.64 0.34 0.94
H -1.831576 0.695038 -1.583895 0.20 0.34 2.64
H -1.946139 -2.309699 0.498871 0.01 -1.79 0.24
H 1.634118 -1.903532 0.481015 0.92 0.84 -0.64
H 1.629242 1.909165 -0.031247 -0.57 -0.06 -0.22
H 2.542845 -1.112739 -1.076861 -1.85 0.08 2.43
H 2.643800 -0.354198 0.521524 0.71 -0.06 0.93
H -0.834658 2.916531 -0.236025 -0.02 0.35 0.10
```
Forces are in eV/Å.